{
  "formula": "C31H81N3O10",
  "method": "wB97M-V/def2-TZVPD",
  "elements": ["C", "C", "C", "O", "H", "H", "H", "H", "H", "H", "H", "H", "C", "C", "C", "O", "H", "H", "H", "H", "H", "H", "H", "H", "C", "C", "C", "O", "H", "H", "H", "H", "H", "H", "H", "H", "C", "C", "C", "O", "H", "H", "H", "H", "H", "H", "H", "H", "C", "C", "C", "O", "H", "H", "H", "H", "H", "H", "H", "H", "C", "O", "C", "C", "N", "C", "C", "O", "C", "H", "H", "H", "H", "H", "H", "H", "H", "H", "H", "H", "H", "H", "H", "H", "C", "O", "C", "C", "N", "C", "C", "O", "C", "H", "H", "H", "H", "H", "H", "H", "H", "H", "H", "H", "H", "H", "H", "H", "C", "C", "C", "O", "C", "N", "H", "H", "H", "H", "H", "H", "H", "H", "H", "H", "H"],
  "coordinates": [[3.90, 4.00, -3.74], [4.28, 4.42, -5.12], [5.75, 4.08, -5.32], [3.79, 3.60, -6.10], [2.82, 3.90, -3.68], [4.38, 4.73, -3.09], [4.33, 3.06, -3.41], [4.22, 5.44, -5.50], [6.35, 4.42, -4.47], [6.22, 4.52, -6.20], [5.91, 3.00, -5.28], [4.50, 3.41, -6.71], [1.45, -3.48, -2.16], [2.27, -3.33, -0.89], [1.39, -3.71, 0.27], [3.44, -4.08, -0.94], [0.48, -2.97, -2.17], [1.10, -4.50, -2.33], [1.92, -3.12, -3.08], [2.60, -2.29, -0.89], [1.24, -4.79, 0.18], [0.40, -3.25, 0.25], [1.92, -3.55, 1.21], [3.75, -3.95, -1.84], [1.25, 3.74, 5.84], [1.89, 2.36, 5.70], [2.29, 1.75, 7.00], [1.11, 1.43, 5.01], [1.91, 4.60, 5.70], [0.88, 3.91, 6.85], [0.42, 3.83, 5.14], [2.81, 2.44, 5.12], [1.47, 1.34, 7.58], [2.80, 2.59, 7.48], [2.98, 0.91, 6.94], [1.57, 0.62, 5.23], [-6.74, 1.77, -0.17], [-6.53, 1.41, -1.67], [-5.09, 1.80, -2.17], [-6.75, 0.06, -1.98], [-6.78, 2.86, -0.08], [-5.98, 1.45, 0.55], [-7.68, 1.30, 0.08], [-7.29, 1.80, -2.34], [-4.27, 1.34, -1.61], [-4.96, 2.87, -2.01], [-5.13, 1.71, -3.25], [-7.44, -0.24, -1.39], [3.57, -2.65, 5.02], [2.23, -2.10, 4.55], [1.22, -1.76, 5.74], [2.54, -0.96, 3.84], [3.84, -2.12, 5.93], [4.44, -2.43, 4.40], [3.53, -3.73, 5.19], [1.83, -2.72, 3.76], [0.37, -1.23, 5.32], [1.56, -1.02, 6.47], [1.00, -2.75, 6.13], [3.18, -1.24, 3.18], [1.11, 4.33, -0.79], [0.95, 3.51, 0.35], [2.09, 2.67, 0.63], [1.77, 1.56, 1.63], [0.98, 0.43, 1.08], [-0.28, 0.87, 0.44], [-1.32, -0.25, 0.18], [-1.51, -1.06, 1.36], [-2.48, -2.13, 1.31], [0.88, 3.62, -1.59], [2.17, 4.55, -0.95], [0.43, 5.17, -0.88], [2.92, 3.27, 1.00], [2.35, 2.20, -0.32], [1.26, 1.89, 2.53], [2.69, 1.26, 2.13], [0.74, -0.20, 1.83], [-0.17, 1.40, -0.51], [-0.75, 1.50, 1.20], [-0.88, -0.92, -0.56], [-2.22, 0.27, -0.15], [-2.60, -2.82, 2.15], [-2.17, -2.82, 0.52], [-3.41, -1.57, 1.23], [0.77, 0.21, -3.27], [-0.64, 0.27, -3.40], [-1.33, -0.97, -3.70], [-0.96, -1.44, -5.14], [-1.38, -0.61, -6.23], [-0.57, -0.68, -7.43], [-0.28, -2.02, -8.15], [0.86, -2.70, -7.46], [2.15, -2.29, -7.88], [1.12, -0.36, -4.13], [1.19, -0.09, -2.32], [1.15, 1.24, -3.31], [-2.41, -0.81, -3.67], [-1.12, -1.75, -2.96], [-1.47, -2.35, -5.46], [0.10, -1.64, -5.26], [-1.59, 0.38, -6.14], [0.39, -0.18, -7.25], [-0.92, 0.02, -8.19], [-0.14, -2.02, -9.23], [-1.10, -2.74, -8.16], [2.28, -2.17, -8.95], [2.95, -2.98, -7.58], [2.33, -1.32, -7.42], [-1.98, -0.02, 4.59], [-3.43, -0.55, 4.69], [-3.33, -2.05, 4.91], [-4.51, -2.64, 4.46], [-4.65, -4.06, 4.47], [-4.07, 0.04, 5.86], [-1.39, -0.16, 5.50], [-2.03, 1.03, 4.30], [-1.40, -0.69, 3.96], [-3.97, -0.36, 3.76], [-3.02, -2.27, 5.93], [-2.54, -2.54, 4.34], [-3.78, -4.48, 3.97], [-5.54, -4.31, 3.90], [-4.66, -4.39, 5.51], [-3.49, 0.02, 6.69], [-4.64, -0.79, 5.98]],
  "spin_multiplicity": 2,
  "charge": 1,
  "homo_lumo_gap_ev": [7.351, 2.500],
  "total_energy_ev": -58388.8403,
  "e_homo_ev": [-10.01, -10.01],
  "fmax_ha_per_bohr": 0.086
}